(1)
Formula: C3H10N2OS
Source: the OMol25 dataset
Level of theory: ωB97M-V/def2-TZVPD

As for the SMILES: CC(C)[S@](=N)(N)=O. The value obtained for the HOMO-LUMO gap is 9.58 eV.

```
17
Properties=species:S:1:pos:R:3:mulliken_charge:R:1
S 0.13673 0.20966 -1.14421 0.7143
O -0.24443 -1.04406 -1.71976 -0.5476
N 1.27262 1.32043 -1.98199 -0.6375
N -1.18956 1.29364 -1.26725 -0.5450
C -1.23726 -0.66103 1.09981 -1.0867
C 0.07432 -0.01016 0.75158 0.2768
C 1.30131 -0.81233 1.15264 -1.5410
H -1.80374 0.00556 1.67503 0.3164
H 2.26815 -0.55930 0.85923 0.4548
H -1.06727 1.61274 -2.27068 0.3081
H 0.04714 1.02385 1.03244 0.4622
H -1.83929 -0.86689 0.09760 0.2861
H -1.07417 -1.58926 1.63379 0.3795
H 1.22598 -1.80532 0.71364 0.4269
H -1.22383 2.04148 -0.57936 0.2428
H 1.32381 -0.98345 2.33986 0.2895
H 2.02949 0.82445 -2.39236 0.2003
```

---

(2)
Formula: C3H10N2S
Source: the OMol25 dataset
Level of theory: ωB97M-V/def2-TZVPD

The multiplicity is 2. Its charge is -1. The value obtained for the HOMO-LUMO gap (spin up / spin down) is 6.55 / 5.36 eV.

```
16
Properties=species:S:1:pos:R:3:lowdin_spin:R:1
S 1.37880 -1.16892 0.86431 0.0376
N -1.49450 0.76803 0.53225 0.0859
N -1.27448 1.77346 -1.51436 0.7145
C -1.13723 0.54601 -0.87055 0.0818
C -0.40977 1.51292 1.20971 0.0033
C 2.16484 -2.61731 0.07486 0.0045
H -2.34873 1.33298 0.51396 -0.0014
H 2.49497 -2.34434 -0.93287 0.0001
H -0.72512 1.58093 2.28630 0.0015
H 3.02445 -2.98474 0.64950 0.0012
H -0.16105 2.50435 0.67293 0.0014
H 1.45364 -3.44346 -0.00579 0.0000
H 0.63495 0.99158 1.09566 -0.0003
H -1.75648 -0.27894 -1.22931 0.0099
H -0.07326 0.18692 -0.91883 0.0359
H -1.77104 1.64051 -2.42776 0.0239
```

---

(3)
Formula: C3H10N2S
Source: the OMol25 dataset
Level of theory: ωB97M-V/def2-TZVPD

The value obtained for the HOMO-LUMO gap is 9.55 eV.

```
16
Properties=species:S:1:pos:R:3:mulliken_charge:R:1
S -1.06741 -0.83347 0.10802 0.3636
N -1.12237 0.82122 0.58030 -0.3312
N -1.09665 -0.73200 -1.46657 -0.6529
C -0.83714 1.79897 -0.15936 -0.4961
C -2.84170 -1.16478 0.65780 -0.8345
C 2.38188 1.29364 0.36848 -0.7665
H -2.89100 -2.17236 0.72595 0.3627
H 2.67593 0.36262 0.88146 0.2292
H -0.38931 1.70713 -1.07205 0.4793
H 3.26966 1.53714 -0.28332 0.2884
H 1.42608 1.11737 -0.08693 -0.0110
H -0.54249 -1.43570 -1.74705 0.2391
H -3.10753 -0.63590 1.59243 0.3134
H -1.34811 2.71246 0.22687 0.2457
H -3.43095 -0.83038 -0.25800 0.2693
H 2.39559 2.14054 0.95361 0.3016
```

---

(4)
Formula: C3H10N2S
Source: the OMol25 dataset
Level of theory: ωB97M-V/def2-TZVPD

As for the SMILES: [H]/N=C/N.CCS. The value obtained for the HOMO-LUMO gap is 9.93 eV.

```
16
Properties=species:S:1:pos:R:3:mulliken_charge:R:1
S 0.92879 0.61454 -1.06950 -0.2164
N -2.06819 -0.17101 2.61881 -0.6199
N -1.86560 2.04969 3.27900 -0.6152
C 1.49696 -1.06853 -1.46295 -0.3577
C 1.89426 -1.31906 -2.92046 -0.9027
C -2.53046 1.00340 2.61792 0.1083
H 0.69495 -1.75315 -1.21025 0.2859
H 1.60157 1.23720 -2.03354 0.0818
H -1.16527 2.52191 2.72013 0.2578
H 2.34651 -1.26632 -0.82798 0.2915
H -3.43899 1.36148 2.13268 0.3501
H 2.17314 -0.41521 -3.47217 0.2973
H -2.63396 -0.75835 1.99514 0.2415
H 1.10190 -1.81215 -3.46502 0.2388
H -1.34264 1.68839 4.07514 0.2827
H 2.80704 -1.91283 -2.97696 0.2762
```

---

Taking the records one at a time from the top gives energy above the lowest of the compared OMol25 structures with the same formula, charge and spin values of 99.2; 21.8; 81.4; 19.2 kcal per mole.